[1]
ORCA calculation (ωB97M-V/def2-TZVPD) on a molecular structure, C19H31GeN3O6PtS3Se.

Structure (XYZ):
```
65
Properties=species:S:1:pos:R:3:mulliken_charge:R:1
Pt -1.023 0.609 -1.167 3.948
C -1.704 4.019 0.997 -1.611
C -0.380 3.264 0.976 1.529
C 0.285 3.354 2.350 -2.026
C 0.559 3.859 -0.052 -1.621
O -0.658 1.860 0.677 -0.097
Ge -0.528 0.482 2.035 -0.490
O 1.045 -0.120 1.338 0.743
C 2.078 -0.819 2.037 1.463
C 1.941 -2.312 1.751 -1.290
C 2.008 -0.571 3.542 -1.861
C 3.401 -0.302 1.485 -1.550
O -1.606 -0.420 0.526 -0.892
C -2.450 -1.601 0.635 1.896
C -3.861 -1.216 0.211 -1.967
C -1.944 -2.745 -0.215 -1.677
C -2.434 -2.007 2.106 -2.035
H -1.555 5.029 1.380 0.471
H -2.132 4.104 -0.001 0.226
H -2.417 3.509 1.646 0.285
H 0.543 4.392 2.559 0.528
H -0.382 3.014 3.144 0.481
H 1.207 2.765 2.374 0.333
H 0.706 4.920 0.153 0.508
H 1.531 3.377 0.021 0.288
H 0.164 3.768 -1.066 0.222
H 0.978 -2.679 2.116 0.177
H 2.000 -2.498 0.677 0.143
H 2.729 -2.881 2.246 0.466
H 1.078 -0.958 3.966 0.450
H 2.837 -1.070 4.047 0.468
H 2.071 0.497 3.763 0.379
H 3.483 -0.538 0.421 0.300
H 3.460 0.781 1.608 0.302
H 4.249 -0.756 1.999 0.436
H -3.904 -0.994 -0.858 0.343
H -4.550 -2.039 0.404 0.482
H -4.205 -0.346 0.774 0.369
H -1.999 -2.477 -1.270 0.349
H -0.924 -3.013 0.060 0.282
H -2.586 -3.615 -0.071 0.544
H -2.810 -1.205 2.742 0.506
H -3.070 -2.881 2.246 0.523
H -1.423 -2.271 2.425 0.319
O -2.463 4.100 -2.629 -0.521
S -2.291 2.700 -2.680 0.974
O -0.929 2.140 -2.789 -0.710
O -3.052 2.326 -4.073 -0.291
S -3.107 1.636 -1.180 -0.278
Se 2.219 1.314 -1.547 0.370
N 0.968 0.027 -1.551 -0.925
C 1.523 -1.085 -2.028 1.012
C 0.904 -2.351 -2.209 -0.473
C 1.646 -3.376 -2.694 -0.767
C 3.029 -3.231 -3.040 -0.586
C 3.661 -2.047 -2.889 -0.912
C 2.921 -0.937 -2.376 0.526
N 3.444 0.260 -2.194 -0.729
H -0.127 -2.479 -1.946 0.350
H 1.183 -4.347 -2.823 0.456
H 3.562 -4.089 -3.427 0.408
H 4.702 -1.902 -3.143 0.499
S -3.467 0.838 -4.693 0.084
C -2.466 -0.151 -3.760 0.414
N -1.669 -0.617 -3.066 -0.545
```

Output
- Spin multiplicity: 2
- ΔE to the lowest compared entry with this formula, charge and spin: 184.1 kJ/mol
- Total charge: +1
- LUMO level (spin up / spin down): -0.1738 / -0.1882 hartree
- Orbital gap (spin up / spin down): 6.47 / 6.04 eV
- Strongest force on any atom: 0.77 eV Å⁻¹
- DFT total energy: -194567.686 eV

=====

[2]
ORCA calculation (ωB97M-V/def2-TZVPD) on 3 unconnected molecules or ions with the total composition C41H88N3O at a distorted geometry.

Structure (XYZ):
```
133
Properties=species:S:1:pos:R:3:mulliken_charge:R:1
C -10.232 4.572 -2.296 -1.435
C -8.847 4.704 -2.925 -0.053
C -8.129 5.931 -2.383 -0.751
C -6.706 6.149 -2.925 -0.687
C -5.965 4.888 -3.373 -0.597
C -4.487 5.202 -3.591 -0.707
C -3.756 3.969 -4.127 -0.501
C -2.260 4.230 -4.403 -0.813
C -1.382 3.084 -3.868 0.120
C 0.050 3.477 -3.530 -0.966
C 0.175 4.513 -2.417 -1.216
C -0.307 4.060 -1.041 -0.636
C 0.630 3.059 -0.347 -1.143
C -0.022 2.534 0.959 -1.429
C 0.371 1.099 1.403 -3.157
C -0.749 0.194 1.990 3.863
C -1.042 0.579 3.457 -0.147
C -1.337 2.071 3.689 -2.002
C -2.149 -0.261 4.121 -0.606
C -3.580 0.296 3.950 -0.278
C -4.634 -0.812 3.764 -1.504
C -1.995 0.094 1.105 -1.785
C -1.804 -0.565 -0.276 1.606
C -1.175 0.367 -1.317 -1.605
C -3.207 -0.888 -0.810 -1.858
N -0.958 -1.809 -0.242 0.683
O -1.438 -2.779 -0.946 -0.714
C -0.657 -2.312 1.121 2.205
C -1.837 -3.092 1.725 -1.488
C 0.484 -3.364 0.955 -1.969
C -0.097 -1.247 2.060 -3.333
H -10.799 3.767 -2.750 0.369
H -10.143 4.413 -1.226 0.351
H -10.822 5.475 -2.443 0.355
H -8.987 4.741 -4.002 0.287
H -8.302 3.810 -2.637 0.233
H -8.723 6.797 -2.673 0.322
H -8.154 5.884 -1.295 0.339
H -6.091 6.620 -2.162 0.307
H -6.742 6.832 -3.772 0.331
H -6.369 4.526 -4.319 0.314
H -6.077 4.071 -2.665 0.350
H -4.355 6.051 -4.257 0.324
H -4.070 5.388 -2.600 0.296
H -3.886 3.191 -3.375 0.176
H -4.262 3.600 -5.017 0.437
H -2.012 5.198 -3.980 0.367
H -2.164 4.234 -5.484 0.331
H -1.322 2.339 -4.660 0.441
H -1.902 2.610 -3.045 -0.320
H 0.601 2.584 -3.230 0.396
H 0.529 3.862 -4.430 0.432
H 1.179 4.923 -2.350 0.461
H -0.449 5.360 -2.706 0.459
H -1.337 3.709 -1.077 0.401
H -0.309 4.940 -0.397 0.384
H 1.515 3.634 -0.080 0.543
H 0.934 2.262 -1.016 0.522
H 0.333 3.201 1.738 0.778
H -1.092 2.705 0.897 0.478
H 1.071 1.213 2.230 1.060
H 0.899 0.595 0.600 0.858
H -0.123 0.366 4.005 0.532
H -0.401 2.618 3.646 0.450
H -1.683 2.192 4.712 0.556
H -2.058 2.496 3.002 0.284
H -2.176 -1.285 3.767 -0.075
H -1.959 -0.287 5.193 0.592
H -3.853 0.931 4.787 0.569
H -3.650 0.914 3.064 0.039
H -5.123 -1.085 4.693 0.378
H -4.209 -1.662 3.239 0.265
H -5.412 -0.417 3.113 0.379
H -2.753 -0.492 1.612 0.297
H -2.459 1.061 0.921 0.923
H -0.099 0.276 -1.237 0.315
H -1.505 1.379 -1.129 -0.305
H -1.430 0.054 -2.323 0.816
H -3.767 0.046 -0.740 0.404
H -3.188 -1.164 -1.854 0.407
H -3.735 -1.609 -0.195 0.295
H -1.866 -4.114 1.371 0.574
H -2.802 -2.641 1.508 -0.009
H -1.746 -3.125 2.805 0.292
H 0.101 -4.375 0.874 0.320
H 1.145 -3.329 1.818 0.404
H 1.035 -3.167 0.043 0.520
H 0.962 -1.153 1.827 0.480
H -0.126 -1.616 3.077 0.808
C 3.074 -1.878 5.160 -1.529
C 3.612 -3.163 4.549 -0.541
N 4.366 -2.936 3.331 0.444
C 4.631 -4.153 2.583 -0.206
C 5.529 -5.218 3.223 -1.321
C 5.476 -2.005 3.438 -0.579
C 6.578 -2.310 4.461 -1.084
H 2.492 -1.322 4.422 0.266
H 2.421 -2.114 6.002 0.478
H 3.865 -1.230 5.538 0.329
H 2.756 -3.796 4.298 0.532
H 4.190 -3.708 5.312 0.295
H 5.048 -3.877 1.610 -0.039
H 3.665 -4.616 2.354 0.278
H 6.578 -4.927 3.212 0.284
H 5.450 -6.147 2.655 0.466
H 5.237 -5.440 4.250 0.277
H 5.066 -1.018 3.668 0.423
H 5.927 -1.890 2.449 0.293
H 6.173 -2.623 5.425 0.266
H 7.175 -1.412 4.635 0.389
H 7.262 -3.082 4.109 0.270
C 4.364 -2.806 -1.252 -1.169
C 4.895 -4.069 -1.913 -0.314
N 5.634 -3.810 -3.134 0.116
C 5.896 -5.009 -3.912 -0.677
C 6.802 -6.085 -3.301 -0.965
C 6.742 -2.880 -3.012 -0.690
C 7.853 -3.207 -2.004 -0.879
H 3.762 -2.221 -1.949 0.387
H 3.733 -3.073 -0.403 0.174
H 5.168 -2.173 -0.872 0.258
H 4.038 -4.699 -2.165 0.425
H 5.489 -4.631 -1.175 0.165
H 6.306 -4.710 -4.881 0.357
H 4.929 -5.468 -4.142 0.400
H 7.850 -5.791 -3.313 0.223
H 6.721 -7.003 -3.887 0.399
H 6.518 -6.329 -2.277 0.266
H 6.332 -1.899 -2.755 0.358
H 7.186 -2.738 -4.001 0.377
H 7.455 -3.544 -1.046 0.172
H 8.448 -2.312 -1.812 0.362
H 8.535 -3.968 -2.380 0.276
```

Output
- Spin multiplicity: 2
- ΔE to the lowest compared entry with this formula, charge and spin: 37.9 kJ/mol
- LUMO level (spin up / spin down): 0.0234 / 0.0124 hartree
- Orbital gap (spin up / spin down): 8.70 / 8.40 eV
- Strongest force on any atom: 2.54 eV Å⁻¹
- DFT total energy: -50459.900 eV

=====

[3]
ORCA calculation (ωB97M-V/def2-TZVPD) on 13 unconnected molecules or ions with the total composition C50H132N6O26 at a distorted geometry.

Structure (XYZ):
```
214
Properties=species:S:1:pos:R:3:mulliken_charge:R:1
C 1.313 5.396 -8.046 -0.550
C 0.185 5.144 -8.999 -0.397
O 0.314 3.831 -9.605 -0.558
O 0.884 5.340 -6.690 -0.562
H 1.547 6.459 -8.111 0.335
H 2.257 4.868 -8.182 0.318
H 0.156 5.920 -9.763 0.427
H -0.778 5.169 -8.489 0.214
H -0.554 3.648 -9.972 0.314
H 0.520 4.460 -6.567 0.286
C 2.017 5.944 -2.623 0.084
C 0.636 6.029 -3.137 0.378
O 0.588 6.952 -4.269 -0.618
O 2.396 7.165 -2.032 -0.575
H 2.615 5.622 -3.476 0.243
H 2.141 5.067 -1.987 0.010
H -0.002 6.441 -2.355 0.306
H 0.257 5.052 -3.436 -0.612
H 0.646 6.422 -5.068 0.423
H 1.885 7.807 -2.532 0.390
C 1.319 1.513 6.643 -0.197
C 1.430 0.206 7.357 -0.894
O 0.495 -0.834 6.910 -0.647
O 2.016 1.394 5.441 -0.400
H 1.725 2.335 7.233 0.458
H 0.276 1.742 6.425 0.188
H 1.197 0.279 8.419 0.427
H 2.431 -0.210 7.246 0.251
H 0.311 -0.797 5.968 0.355
H 1.562 1.961 4.812 0.034
C 3.280 1.494 -2.677 0.062
C 4.512 1.697 -3.587 -0.655
O 5.312 0.579 -3.476 -0.524
O 2.355 2.518 -3.022 -0.251
H 3.634 1.755 -1.679 0.037
H 2.841 0.497 -2.636 0.253
H 5.095 2.583 -3.337 0.315
H 4.181 1.842 -4.615 0.318
H 5.928 0.627 -4.211 0.308
H 1.522 2.380 -2.565 -0.146
C 0.181 0.184 -0.275 0.122
C -0.755 0.705 -1.379 0.182
O -0.142 1.690 -2.213 1.667
O -0.370 -0.983 0.330 1.411
H 0.426 0.956 0.454 -0.466
H 1.170 -0.095 -0.640 0.180
H -1.699 1.025 -0.938 -0.311
H -1.007 -0.077 -2.095 0.151
H -0.827 2.117 -2.732 -0.817
H -0.178 -1.715 -0.260 -0.361
C -9.528 0.165 0.160 -0.647
C -7.994 0.460 0.270 -0.153
O -7.228 -0.475 -0.525 -0.606
O -10.248 1.131 0.780 -0.521
H -9.831 -0.830 0.483 0.334
H -9.882 0.083 -0.868 0.317
H -7.658 0.349 1.301 0.156
H -7.882 1.526 0.076 0.209
H -6.327 -0.356 -0.214 0.671
H -10.026 1.907 0.259 0.317
C -0.770 -5.659 -2.276 -0.662
C -1.125 -4.172 -2.142 -0.236
O -0.399 -3.473 -1.140 -0.130
O -1.521 -6.244 -3.310 -0.545
H -1.005 -6.298 -1.425 0.246
H 0.317 -5.729 -2.330 0.375
H -2.206 -4.034 -2.118 0.109
H -0.826 -3.652 -3.051 0.421
H -0.776 -3.918 -0.378 -0.513
H -0.952 -6.860 -3.777 0.321
C -1.242 0.533 3.458 -0.651
O -0.038 0.019 3.933 0.803
C 0.268 -1.385 3.736 -1.399
C 1.831 -1.456 3.434 1.377
N 2.650 -1.150 4.613 -0.129
C 4.123 -1.247 4.377 -1.022
C 4.641 -0.194 3.450 -0.508
O 4.141 -0.488 2.052 -0.101
C 4.050 0.737 1.282 -0.852
H -1.388 1.561 3.790 0.269
H -2.092 -0.097 3.721 0.396
H -1.193 0.614 2.372 -0.107
H -0.313 -1.843 2.935 -0.281
H 0.026 -2.057 4.559 0.448
H 2.001 -0.865 2.534 -0.313
H 2.034 -2.508 3.233 -0.404
H 2.350 -0.236 4.922 0.114
H 4.355 -2.268 4.075 0.306
H 4.530 -1.129 5.381 0.415
H 5.721 -0.235 3.312 0.470
H 4.377 0.768 3.889 0.366
H 4.908 1.350 1.559 0.631
H 3.147 1.330 1.427 0.269
H 4.222 0.533 0.225 0.017
C -1.519 6.218 6.289 -0.665
O -0.727 6.477 5.201 -0.336
C 0.657 6.122 5.262 -0.640
C 0.942 4.603 5.410 -0.899
N 0.574 3.757 4.253 -0.115
C 1.642 3.919 3.188 -0.798
C 0.976 3.810 1.793 0.055
O -0.071 4.844 1.604 -0.494
C -0.799 4.788 0.348 -0.074
H -1.049 6.677 7.160 0.331
H -1.578 5.151 6.506 0.260
H -2.520 6.636 6.185 0.232
H 1.076 6.630 6.131 0.423
H 1.135 6.503 4.359 0.274
H 0.320 4.330 6.263 0.445
H 1.964 4.392 5.726 0.427
H -0.327 4.067 3.918 0.279
H 2.391 3.159 3.410 0.241
H 2.125 4.893 3.276 0.496
H 0.356 2.914 1.817 -0.224
H 1.701 3.884 0.982 0.560
H -0.096 4.687 -0.479 -0.110
H -1.443 5.634 0.109 0.473
H -1.550 3.998 0.343 -0.133
C 1.147 -7.868 1.901 -0.926
O 0.235 -6.798 2.227 -0.473
C 0.792 -5.507 2.033 -1.102
C -0.192 -4.390 2.128 1.921
N -1.424 -4.592 1.347 -0.269
C -2.483 -3.581 1.541 -0.240
C -3.272 -3.657 2.857 -0.810
O -3.998 -4.889 2.967 -0.401
C -4.885 -4.946 4.053 -0.759
H 2.034 -7.801 2.531 0.344
H 1.584 -7.744 0.910 0.328
H 0.739 -8.877 1.969 0.355
H 1.257 -5.483 1.048 0.366
H 1.551 -5.412 2.810 0.457
H 0.360 -3.499 1.829 -1.616
H -0.382 -4.298 3.197 0.555
H -1.888 -5.459 1.575 0.525
H -3.293 -3.871 0.872 0.785
H -2.110 -2.615 1.201 -0.631
H -3.925 -2.793 2.973 0.591
H -2.607 -3.623 3.720 0.321
H -4.193 -4.911 4.894 0.333
H -5.423 -5.882 3.901 0.246
H -5.567 -4.102 4.148 0.270
C 9.892 -7.000 -0.177 -0.793
O 8.753 -6.628 0.578 -0.300
C 7.661 -7.555 0.471 -0.543
C 6.550 -7.129 1.394 -0.589
N 5.798 -5.934 0.917 -0.200
C 4.537 -5.857 1.658 -1.418
C 4.026 -4.432 1.420 0.223
O 3.374 -4.230 0.131 -0.466
C 2.828 -2.988 0.011 -0.403
H 10.714 -6.406 0.222 0.269
H 9.842 -6.820 -1.251 0.277
H 10.235 -8.006 0.067 0.325
H 8.062 -8.530 0.750 0.397
H 7.381 -7.584 -0.582 0.326
H 7.036 -6.816 2.318 0.281
H 5.876 -7.983 1.461 0.355
H 5.505 -6.088 -0.038 0.250
H 4.729 -6.015 2.719 0.461
H 3.816 -6.651 1.467 0.498
H 4.764 -3.660 1.638 0.625
H 3.257 -4.303 2.182 -0.334
H 2.064 -2.634 0.703 -0.109
H 2.404 -2.861 -0.985 0.087
H 3.637 -2.261 0.068 0.597
C -2.669 3.821 -2.764 -0.370
O -2.239 2.956 -3.736 0.097
C -2.223 3.703 -4.944 -0.885
C -1.789 2.965 -6.216 -1.015
N -0.387 2.733 -6.427 0.006
C 0.250 1.832 -5.465 0.532
C -0.228 0.342 -5.312 -0.175
O -0.248 -0.304 -6.576 -0.424
C -0.435 -1.713 -6.426 -0.768
H -3.668 4.241 -2.875 0.375
H -1.894 4.568 -2.592 -0.029
H -2.595 3.190 -1.878 -0.160
H -1.593 4.590 -4.890 0.211
H -3.187 4.097 -5.267 0.487
H -2.063 3.666 -7.005 0.507
H -2.426 2.083 -6.286 0.337
H -0.421 2.289 -7.334 0.334
H 0.212 2.394 -4.532 -1.094
H 1.308 1.730 -5.710 0.409
H -1.259 0.318 -4.959 -0.124
H 0.367 -0.119 -4.524 0.554
H -1.388 -1.969 -5.963 0.243
H 0.312 -2.227 -5.821 0.311
H -0.477 -2.168 -7.416 0.338
C -4.367 3.755 1.779 -1.069
O -3.861 2.542 1.430 0.069
C -4.407 1.390 2.059 -1.303
C -3.987 0.108 1.288 0.467
N -4.651 -0.075 0.031 -0.036
C -4.108 -1.283 -0.710 0.166
C -4.548 -1.346 -2.203 -1.180
O -4.136 -0.087 -2.764 0.209
C -4.965 0.411 -3.847 -0.830
H -4.055 4.022 2.789 0.397
H -5.440 3.944 1.757 0.337
H -4.018 4.563 1.137 0.250
H -5.486 1.452 2.201 0.450
H -3.991 1.376 3.066 0.376
H -4.266 -0.714 1.947 -0.150
H -2.917 0.261 1.149 -0.325
H -4.497 0.764 -0.510 0.265
H -4.525 -2.149 -0.196 0.496
H -3.027 -1.368 -0.603 -0.270
H -5.636 -1.405 -2.166 0.489
H -4.235 -2.234 -2.753 0.355
H -4.988 -0.295 -4.678 0.345
H -4.633 1.372 -4.238 -0.018
H -5.982 0.544 -3.480 0.339
```

Output
- ΔE to the lowest compared entry with this formula, charge and spin: 0.0 kJ/mol
- LUMO level: 0.0140 hartree
- Orbital gap: 8.49 eV
- Strongest force on any atom: 2.91 eV Å⁻¹
- DFT total energy: -116151.793 eV